{"formula": "C5H9NO2", "method": "ωB97M-V/def2-TZVPD", "species": ["O", "C", "O", "C", "C", "C", "C", "N", "H", "H", "H", "H", "H", "H", "H", "H", "H"], "xyz": [[2.607, 0.714, -1.222], [2.219, 0.463, -0.117], [2.485, -0.698, 0.512], [1.173, 1.288, 0.611], [-0.191, 1.099, -0.078], [-0.769, -0.240, 0.098], [-2.064, -0.545, -0.301], [-2.547, -1.788, -0.140], [3.149, -1.237, 0.060], [1.076, 0.962, 1.641], [1.527, 2.301, 0.442], [-0.113, 1.290, -1.146], [-0.811, 1.894, 0.350], [-0.122, -1.082, 0.325], [-2.774, 0.231, -0.568], [-1.938, -2.335, 0.462], [-2.906, -2.317, -0.930]], "mulliken_spin": [0.000, 0.003, 0.000, 0.026, -0.036, 0.370, 0.173, 0.326, 0.000, -0.004, 0.001, 0.078, 0.036, 0.021, 0.012, -0.012, 0.005], "gap_ha": [0.3535, 0.2299], "homo_energy_ev": [-14.0, -14.0], "total_charge": 1, "e_lumo_ev": [-4.4, -7.8], "multiplicity": 2, "de_lowest_kj_mol": 85.4}